Computed, not measured: an isolated molecule of C17H27N3O3S, with ωB97M-V/def2-TZVPD.

XYZ file:
```
51
C17H27N3O3S, DFT ωB97M-V/def2-TZVPD
C -2.848 -0.826 -2.489
C -4.063 -0.214 -1.789
N -3.861 0.096 -0.388
C -4.369 -0.858 0.564
C -3.422 -2.044 0.845
N -2.078 -1.613 1.149
C -1.011 -1.983 0.408
O -1.081 -2.809 -0.478
C 0.278 -1.254 0.767
C 0.454 -0.089 -0.216
C 1.770 0.631 0.061
N 2.856 -0.311 -0.029
S 4.355 0.287 -0.377
C 4.901 1.180 1.112
O 5.235 -0.826 -0.565
O 4.206 1.245 -1.430
C 2.774 -1.413 0.896
C 1.483 -2.190 0.653
C -3.081 1.163 -0.003
C -2.540 2.049 -0.950
C -1.748 3.115 -0.575
C -1.460 3.358 0.757
C -2.008 2.518 1.709
C -2.801 1.448 1.344
H -2.004 -0.141 -2.478
H -2.536 -1.747 -2.007
H -3.102 -1.046 -3.523
H -4.897 -0.919 -1.851
H -4.374 0.696 -2.314
H -5.308 -1.269 0.180
H -4.606 -0.350 1.501
H -3.829 -2.629 1.678
H -3.343 -2.693 -0.030
H -1.972 -0.881 1.833
H 0.211 -0.858 1.787
H 0.473 -0.489 -1.230
H -0.373 0.617 -0.130
H 1.728 1.095 1.061
H 1.958 1.404 -0.684
H 5.884 1.578 0.900
H 4.202 1.982 1.304
H 4.947 0.478 1.934
H 2.793 -1.052 1.938
H 3.649 -2.039 0.718
H 1.401 -3.002 1.376
H 1.493 -2.620 -0.348
H -2.735 1.916 -2.000
H -1.349 3.765 -1.340
H -0.832 4.186 1.046
H -1.820 2.695 2.759
H -3.217 0.848 2.139
```

Values from the calculation:
LUMO energy	0.56	eV
gap between HOMO and LUMO	8.402	eV
highest occupied orbital energy	-7.84	eV
electronic energy	-1452.181334	a.u.
SMILES	CCN(CCNC(=O)C1CCN(S(C)(=O)=O)CC1)c1ccccc1

Mulliken population analysis, charges in e, atoms 1 to 4:
1. C -0.769
2. C -1.045
3. N 0.189
4. C -1.091